Formula: C36H63N9
Source: the OMol25 dataset
Level of theory: ωB97M-V/def2-TZVPD

XYZ file:
```
108
Properties=species:S:1:pos:R:3:mulliken_charge:R:1
C 1.60 4.52 4.76 -1.100
C 0.36 3.82 4.19 0.332
C -0.26 2.86 5.22 -0.535
C -0.37 1.48 4.72 0.279
N -0.45 0.40 4.33 -0.408
H 1.53 4.77 5.83 0.433
H 1.80 5.48 4.29 0.160
H 2.49 3.89 4.66 0.202
H 0.67 3.28 3.29 -0.270
H -0.36 4.59 3.93 0.366
H -1.30 3.12 5.47 0.274
H 0.31 2.79 6.14 0.305
C 3.85 7.19 1.59 -0.895
C 3.46 7.96 0.32 -0.442
C 2.11 7.51 -0.28 -0.508
C 1.87 6.09 -0.15 0.257
N 1.70 4.96 -0.04 -0.362
H 4.62 7.74 2.12 0.433
H 4.20 6.19 1.34 0.158
H 2.98 7.11 2.24 0.186
H 4.24 7.82 -0.43 0.314
H 3.41 9.02 0.56 0.283
H 2.04 7.88 -1.30 0.334
H 1.31 7.97 0.31 0.248
C -0.07 -7.20 -3.44 -0.875
C 1.26 -6.74 -2.86 -0.564
C 1.52 -5.24 -3.13 -0.572
C 0.80 -4.38 -2.20 0.114
N 0.20 -3.71 -1.47 -0.078
H -0.26 -8.26 -3.20 0.377
H -0.08 -7.09 -4.52 0.324
H -0.91 -6.67 -2.99 0.041
H 2.10 -7.32 -3.22 0.356
H 1.23 -6.88 -1.77 0.339
H 1.22 -5.00 -4.15 0.284
H 2.59 -5.04 -3.08 0.402
C -0.72 0.34 -5.04 -1.471
C 0.25 0.07 -3.89 0.106
C 0.77 -1.36 -3.86 0.312
C 1.84 -1.56 -4.87 0.054
N 2.66 -1.71 -5.66 -0.541
H -1.09 1.36 -4.94 0.392
H -1.56 -0.35 -5.06 0.341
H -0.20 0.26 -6.00 0.372
H -0.25 0.30 -2.94 -0.131
H 1.07 0.77 -3.99 0.381
H -0.02 -2.06 -4.15 0.138
H 1.22 -1.64 -2.92 0.023
C 4.07 3.20 2.19 -0.305
C 5.15 2.73 3.16 -0.500
C 5.59 1.29 2.93 -0.627
C 4.48 0.37 3.05 0.303
N 3.59 -0.35 3.17 -0.378
H 4.37 3.47 1.18 0.429
H 3.50 4.02 2.63 -0.106
H 3.33 2.40 2.04 -0.029
H 4.72 2.77 4.17 0.240
H 6.02 3.39 3.13 0.328
H 6.37 1.00 3.62 0.349
H 6.02 1.18 1.93 0.279
C 0.30 1.69 0.08 -1.322
C 0.27 0.34 0.82 -0.102
C -0.22 -0.80 -0.06 1.517
C -1.56 -0.61 -0.60 0.137
N -2.58 -0.50 -1.11 -0.598
H -0.74 1.96 -0.12 0.436
H 0.81 1.62 -0.89 0.220
H 0.82 2.46 0.64 0.344
H -0.36 0.48 1.70 0.177
H 1.24 0.12 1.28 0.101
H -0.15 -1.75 0.47 -0.422
H 0.42 -0.89 -0.95 -0.561
C -3.74 -5.98 -1.62 -1.544
C -2.96 -4.72 -1.27 -0.203
C -3.12 -3.63 -2.32 0.733
C -4.47 -3.11 -2.41 0.078
N -5.53 -2.69 -2.52 -0.542
H -3.56 -6.25 -2.66 0.320
H -4.81 -5.82 -1.48 0.456
H -3.45 -6.81 -0.97 0.374
H -1.92 -4.99 -1.11 0.117
H -3.28 -4.34 -0.29 0.388
H -2.73 -3.94 -3.28 0.430
H -2.53 -2.75 -2.01 -0.739
C -7.14 1.98 -1.00 -1.216
C -5.69 1.75 -1.39 -0.351
C -5.56 0.76 -2.54 0.054
C -6.23 1.26 -3.75 0.183
N -6.76 1.66 -4.69 -0.505
H -7.21 2.54 -0.07 0.361
H -7.65 1.04 -0.81 0.308
H -7.70 2.53 -1.76 0.347
H -5.13 1.36 -0.54 0.289
H -5.22 2.68 -1.70 0.321
H -5.93 -0.24 -2.31 0.142
H -4.53 0.56 -2.84 0.043
C -0.71 -3.54 2.41 -1.414
C 0.35 -2.70 3.09 0.571
C 1.67 -3.46 3.33 -0.389
C 1.44 -4.68 4.11 0.145
N 1.26 -5.65 4.71 -0.481
H -0.37 -3.92 1.45 0.199
H -1.59 -2.92 2.19 0.363
H -1.11 -4.31 3.08 0.560
H 0.00 -2.23 4.01 0.384
H 0.60 -1.86 2.43 -0.465
H 2.32 -2.82 3.93 0.312
H 2.14 -3.73 2.39 0.288
```

Summary:
- total energy (eV) = -51763.0892
- LUMO level (Ha) = 0.0094
- energy relative to the best compared isomer or geometry (same formula, charge and spin) (kcal per mole) = 21.5
- SMILES = CCCC#N.CCCC#N.CCCC#N.CCCC#N.CCCC#N.CCCC#N.CCCC#N.CCCC#N.CCCC#N
- total charge = 0

---

Formula: C56H55N3O2PSr
Source: the OMol25 dataset
Level of theory: ωB97M-V/def2-TZVPD

XYZ file:
```
118
Properties=species:S:1:pos:R:3:mulliken_charge:R:1
Sr 0.54 -0.24 0.24 1.387
O 0.74 0.48 3.33 -0.690
C 1.77 0.19 2.73 -0.023
O 1.87 -0.81 1.92 -0.861
C 2.97 1.11 2.72 0.461
C 3.01 2.11 3.68 -0.708
C 4.00 3.08 3.65 -0.671
C 4.94 3.06 2.63 -0.713
C 4.90 2.06 1.66 -0.915
C 3.93 1.06 1.69 0.605
P 3.81 -0.17 0.29 1.845
C 4.40 -1.74 1.02 0.581
C 4.32 -2.89 0.24 -0.569
C 4.76 -4.11 0.72 -0.587
C 5.30 -4.20 2.00 -0.521
C 5.39 -3.06 2.78 -0.703
C 4.94 -1.84 2.30 -0.247
C 5.25 0.21 -0.78 -0.197
C 4.96 0.57 -2.09 -0.213
C 5.98 0.81 -3.01 -0.694
C 7.30 0.70 -2.62 -0.484
C 7.60 0.33 -1.31 -0.757
C 6.59 0.08 -0.40 -0.126
H 2.23 2.12 4.42 0.527
H 4.03 3.86 4.40 0.386
H 5.70 3.82 2.58 0.416
H 5.64 2.08 0.87 0.381
H 3.89 -2.83 -0.76 0.366
H 4.67 -5.00 0.10 0.415
H 5.63 -5.16 2.38 0.371
H 5.80 -3.12 3.78 0.420
H 5.00 -0.96 2.92 0.376
H 3.92 0.66 -2.40 0.001
H 5.73 1.09 -4.03 0.431
H 8.09 0.88 -3.33 0.380
H 8.64 0.22 -1.00 0.390
H 6.84 -0.22 0.61 0.471
C -1.17 -3.35 -3.26 -1.209
C -0.48 -4.05 -2.08 0.366
C 0.94 -3.53 -1.85 -1.354
C -1.29 -4.06 -0.80 0.794
C -1.64 -5.30 -0.26 -0.925
C -2.38 -5.40 0.91 -1.436
C -2.74 -4.24 1.57 -0.384
C -2.39 -2.99 1.09 0.858
C -2.71 -1.76 1.93 2.543
C -4.22 -1.54 2.10 -1.532
C -2.01 -1.82 3.28 -1.531
C -1.69 -2.87 -0.14 -1.009
N -1.32 -1.61 -0.62 2.285
C -2.36 -0.75 -0.95 -1.584
C -2.26 0.63 -0.93 -1.338
N -1.14 1.34 -0.52 1.589
C -1.29 2.66 -0.09 -0.844
C -0.44 3.65 -0.62 0.970
C -0.53 4.97 -0.18 -0.233
C -1.47 5.35 0.76 -1.622
C -2.30 4.38 1.30 -0.341
C -2.21 3.04 0.91 0.551
C -3.07 2.03 1.65 2.124
C -2.62 1.89 3.10 -1.473
C -4.57 2.36 1.59 -1.693
C 0.63 3.28 -1.64 2.041
C 2.02 3.26 -1.00 -1.099
C 0.62 4.18 -2.87 -1.834
C -3.51 1.20 -1.51 -0.087
C -3.95 2.45 -1.82 0.162
C -5.27 2.60 -2.37 -0.840
C -6.09 1.53 -2.61 -1.023
C -5.63 0.21 -2.31 1.092
C -6.33 -1.02 -2.52 -0.996
C -5.73 -2.20 -2.21 -1.179
C -4.39 -2.28 -1.68 0.557
C -3.71 -1.11 -1.47 -0.335
C -4.36 0.10 -1.79 -0.430
H -0.62 -3.53 -4.18 0.547
H -1.24 -2.28 -3.07 -0.213
H -2.19 -3.72 -3.39 0.344
H -0.39 -5.10 -2.37 0.493
H 0.91 -2.51 -1.47 -0.105
H 1.52 -3.51 -2.78 0.525
H 1.46 -4.15 -1.12 0.488
H -1.33 -6.19 -0.78 0.347
H -2.65 -6.37 1.30 0.359
H -3.29 -4.31 2.51 0.335
H -2.33 -0.89 1.39 -1.565
H -4.67 -2.38 2.65 0.418
H -4.73 -1.46 1.15 0.192
H -4.40 -0.63 2.68 0.412
H -2.37 -2.67 3.88 0.302
H -2.19 -0.91 3.85 0.376
H -0.93 -1.93 3.18 0.278
H 0.15 5.71 -0.60 0.251
H -1.54 6.38 1.08 0.377
H -3.01 4.66 2.07 0.359
H -2.94 1.06 1.17 -1.132
H -2.74 2.84 3.64 0.397
H -1.57 1.59 3.18 0.199
H -3.22 1.14 3.62 0.390
H -4.78 3.31 2.10 0.376
H -5.14 1.58 2.10 0.379
H -4.93 2.43 0.57 0.186
H 0.39 2.26 -1.96 -1.028
H 2.31 4.26 -0.66 0.342
H 2.78 2.90 -1.70 0.322
H 2.06 2.62 -0.11 0.003
H 0.88 5.21 -2.63 0.339
H -0.37 4.19 -3.34 0.387
H 1.34 3.83 -3.61 0.437
H -3.36 3.34 -1.64 0.584
H -5.62 3.60 -2.60 0.383
H -7.08 1.68 -3.02 0.390
H -7.34 -1.01 -2.92 0.400
H -6.26 -3.13 -2.37 0.409
H -3.97 -3.25 -1.46 0.583
N 0.46 -0.02 -3.54 0.097
C 1.40 -0.07 -2.86 -0.413
H -0.46 -0.01 -3.94 0.314
```

Summary:
- total energy (eV) = -77659.5863
- LUMO level (Ha) = 0.0844
- energy relative to the best compared isomer or geometry (same formula, charge and spin) (kcal per mole) = 0.0
- total charge = -1

---

Formula: C25H56ClOP2
Source: the OMol25 dataset
Level of theory: ωB97M-V/def2-TZVPD

XYZ file:
```
85
Properties=species:S:1:pos:R:3:mulliken_charge:R:1
C 8.14 5.57 1.19 -1.526
C 7.51 4.96 -0.05 0.415
Cl 7.07 6.31 -1.18 -0.234
C 6.28 4.05 0.16 -0.672
P 5.63 3.92 1.90 -0.143
O 4.00 4.03 1.70 -0.199
C 3.27 3.16 0.85 -1.085
C 1.83 3.65 0.69 0.697
C 1.16 2.85 -0.43 -1.573
C 1.69 5.18 0.53 0.708
C 0.36 5.64 1.14 -1.655
C 1.84 5.67 -0.93 -1.592
H 8.54 4.79 1.83 0.366
H 8.95 6.23 0.89 0.403
H 7.42 6.16 1.76 0.412
H 8.26 4.40 -0.59 0.273
H 5.46 4.44 -0.45 0.212
H 6.51 3.06 -0.23 0.445
H 5.72 2.50 1.98 0.003
H 3.28 2.16 1.31 0.414
H 3.75 3.08 -0.13 0.379
H 1.30 3.38 1.62 0.228
H 0.18 3.25 -0.66 0.489
H 1.05 1.80 -0.14 0.221
H 1.75 2.87 -1.35 0.336
H 2.49 5.64 1.11 0.433
H 0.44 5.73 2.22 0.382
H -0.44 4.93 0.93 0.284
H 0.07 6.62 0.76 0.476
H 2.28 4.92 -1.59 0.338
H 0.88 5.97 -1.35 0.431
H 2.49 6.54 -0.97 0.324
C -0.19 -4.92 2.51 -1.401
C -1.64 -4.43 2.51 0.239
C -2.44 -4.98 1.32 -1.089
C -2.09 -4.35 -0.03 -1.114
P -2.83 -2.74 -0.40 1.321
C -4.61 -2.89 -0.12 -1.381
C -5.37 -4.08 -0.72 -0.809
C -5.65 -4.07 -2.23 -0.418
C -6.26 -2.78 -2.76 -1.243
C -2.56 -2.43 -2.16 -0.609
C -1.15 -2.37 -2.76 -1.124
C -0.31 -1.13 -2.46 0.319
C -1.05 0.19 -2.62 -1.157
C -2.43 -1.36 0.71 -1.321
C -1.04 -0.74 0.91 -0.290
C 0.13 -1.70 1.21 0.616
C 0.51 -1.71 2.69 -1.813
H 0.34 -4.66 1.59 0.286
H 0.36 -4.49 3.34 0.372
H -0.16 -6.00 2.62 0.430
H -1.66 -3.34 2.52 -0.312
H -2.13 -4.75 3.43 0.444
H -3.51 -4.88 1.51 0.355
H -2.25 -6.05 1.24 0.510
H -2.47 -4.98 -0.84 0.672
H -1.01 -4.30 -0.18 0.596
H -5.06 -1.94 -0.42 0.744
H -4.71 -2.93 0.97 0.543
H -6.33 -4.11 -0.20 0.509
H -4.87 -5.01 -0.45 0.259
H -6.34 -4.89 -2.43 0.443
H -4.75 -4.33 -2.80 0.278
H -7.23 -2.59 -2.30 0.362
H -6.40 -2.83 -3.83 0.374
H -5.63 -1.91 -2.56 0.245
H -3.15 -1.55 -2.43 0.544
H -3.07 -3.28 -2.63 -0.013
H -1.28 -2.46 -3.84 0.476
H -0.59 -3.26 -2.45 0.342
H 0.55 -1.14 -3.13 0.545
H 0.11 -1.21 -1.45 -0.369
H -1.33 0.37 -3.66 0.396
H -0.41 1.02 -2.31 0.212
H -1.95 0.24 -2.01 0.244
H -2.84 -1.68 1.68 0.661
H -3.12 -0.58 0.37 0.626
H -1.15 -0.06 1.75 0.771
H -0.82 -0.11 0.06 -0.560
H 1.00 -1.39 0.63 0.566
H -0.11 -2.72 0.89 -0.466
H 0.91 -0.74 2.99 0.454
H 1.27 -2.46 2.90 0.382
H -0.35 -1.92 3.33 0.364
```

Summary:
- total energy (eV) = -59976.1863
- LUMO level (Ha) = -0.0777
- total charge = +1

---

Formula: C4H8N2O
Source: the OMol25 dataset
Level of theory: ωB97M-V/def2-TZVPD

XYZ file:
```
15
Properties=species:S:1:pos:R:3:mulliken_charge:R:1
C 1.61 -0.21 1.00 -1.126
C 0.52 0.46 0.22 0.351
C 0.69 1.34 -0.81 -0.394
N -0.48 1.25 -1.55 -0.075
C -1.30 0.37 -0.95 -0.276
N -0.75 -0.05 0.15 -0.365
H 1.41 -0.24 2.07 0.300
H 1.83 -1.18 0.59 0.265
H 2.54 0.35 0.88 0.364
H 1.63 1.52 -1.31 0.288
H -0.69 1.77 -2.38 0.183
H -2.29 0.17 -1.28 0.414
O -1.83 -1.88 1.38 -0.782
H -1.37 -0.99 1.04 0.601
H -1.49 -2.67 0.95 0.252
```

Summary:
- total energy (eV) = -9304.8914
- LUMO level (Ha) = 0.0238
- energy relative to the best compared isomer or geometry (same formula, charge and spin) (kcal per mole) = 34.6
- SMILES = Cc1c[nH]cn1.O
- total charge = 0

---

Formula: C37H62N2O5PPtS
Source: the OMol25 dataset
Level of theory: ωB97M-V/def2-TZVPD

XYZ file:
```
109
Properties=species:S:1:pos:R:3:mulliken_charge:R:1
Pt 0.02 -0.22 0.33 2.635
C -1.66 -1.61 1.06 -0.823
C -2.13 -0.31 1.38 0.243
C -1.06 0.33 2.16 -0.900
C -0.09 -0.70 2.45 -0.375
C -0.40 -1.86 1.70 0.002
C 0.27 -3.21 1.82 2.423
C -0.34 -3.86 3.08 -1.763
C 1.78 -3.05 2.02 -1.490
C -0.02 -4.10 0.61 -1.579
C -0.98 1.71 2.83 2.835
C -2.14 1.88 3.82 -1.826
C 0.33 1.80 3.64 -2.250
C -0.95 2.86 1.82 -1.641
C -3.51 0.12 0.91 2.858
C -3.92 -0.67 -0.34 -2.599
C -3.68 1.60 0.58 -2.059
C -4.47 -0.27 2.06 -1.732
H -2.16 -2.31 0.41 0.221
H 0.78 -0.58 3.08 0.559
H -0.16 -3.25 3.97 0.352
H 0.10 -4.84 3.23 0.483
H -1.42 -3.99 2.97 0.366
H 2.02 -2.52 2.94 0.360
H 2.23 -2.51 1.19 0.166
H 2.24 -4.04 2.08 0.465
H -1.09 -4.29 0.50 0.419
H 0.47 -5.06 0.76 0.470
H 0.36 -3.67 -0.31 0.267
H -2.17 1.06 4.54 0.341
H -3.10 1.95 3.33 0.280
H -1.99 2.80 4.39 0.505
H 0.37 1.06 4.44 0.384
H 0.38 2.78 4.11 0.501
H 1.21 1.69 3.00 0.393
H -1.90 3.03 1.33 0.092
H -0.20 2.68 1.05 0.010
H -0.68 3.79 2.34 0.673
H -3.21 -0.54 -1.15 0.661
H -4.89 -0.30 -0.68 0.598
H -4.05 -1.74 -0.13 0.311
H -2.94 1.92 -0.15 0.057
H -3.63 2.24 1.46 0.400
H -4.67 1.74 0.15 0.678
H -4.44 -1.34 2.25 0.360
H -5.49 -0.01 1.76 0.498
H -4.25 0.25 2.99 0.297
C 5.96 -0.98 -2.16 -1.181
C 4.74 -0.53 -2.93 -0.182
N 3.50 -1.15 -2.44 0.381
C 3.23 -2.52 -2.90 -1.162
C 3.52 -3.59 -1.86 -0.546
C 2.68 -0.46 -1.65 0.437
S 1.19 -1.33 -1.29 -0.637
N 3.01 0.77 -1.31 0.104
C 2.51 1.54 -0.38 -0.672
O 1.68 1.23 0.54 -1.036
C 3.05 2.93 -0.35 0.605
C 4.01 3.35 -1.27 0.067
C 4.47 4.66 -1.25 -0.915
C 3.97 5.55 -0.31 -0.456
C 3.03 5.13 0.62 -0.884
C 2.57 3.83 0.60 -0.180
H 6.85 -0.46 -2.54 0.423
H 6.14 -2.05 -2.26 0.312
H 5.86 -0.74 -1.10 0.299
H 4.82 -0.79 -3.99 0.457
H 4.61 0.55 -2.86 -0.111
H 3.87 -2.67 -3.76 0.475
H 2.20 -2.58 -3.26 0.429
H 4.56 -3.54 -1.52 0.275
H 3.36 -4.58 -2.30 0.429
H 2.87 -3.50 -0.99 -0.076
H 4.39 2.65 -2.00 0.374
H 5.21 4.98 -1.96 0.442
H 4.33 6.57 -0.29 0.422
H 2.65 5.83 1.36 0.431
H 1.83 3.50 1.32 0.314
C -0.33 4.03 -1.75 -1.466
C -0.46 3.67 -3.22 1.643
C -1.28 4.71 -3.96 -1.987
C 0.89 3.47 -3.89 -1.245
O -1.26 2.45 -3.35 0.221
P -0.96 1.01 -2.78 -1.408
O 0.22 0.45 -3.41 -0.702
O -0.96 1.03 -1.21 1.194
O -2.27 0.20 -3.16 -0.057
C -2.95 0.11 -4.46 1.599
C -1.94 0.10 -5.59 -1.398
C -3.70 -1.21 -4.38 -1.719
C -3.91 1.28 -4.57 -1.411
H 0.23 4.97 -1.65 0.604
H 0.21 3.26 -1.20 0.049
H -1.31 4.16 -1.30 0.313
H -0.78 5.68 -3.92 0.438
H -2.27 4.81 -3.51 0.382
H -1.40 4.42 -5.01 0.395
H 1.45 4.41 -3.85 0.468
H 0.76 3.18 -4.93 0.360
H 1.48 2.70 -3.38 -0.024
H -1.22 -0.71 -5.46 0.285
H -1.39 1.04 -5.65 0.176
H -2.46 -0.05 -6.54 0.512
H -3.00 -2.04 -4.27 0.366
H -4.28 -1.36 -5.30 0.462
H -4.38 -1.21 -3.53 0.282
H -3.38 2.22 -4.62 0.170
H -4.58 1.30 -3.71 0.280
H -4.51 1.17 -5.48 0.461
```

Summary:
- total energy (eV) = -75962.4793
- LUMO level (alpha / beta) (Ha) = -0.1771 / -0.1771
- energy relative to the best compared isomer or geometry (same formula, charge and spin) (kcal per mole) = 15.1
- total charge = +1

---

Formula: C6H14Cl3P
Source: the OMol25 dataset
Level of theory: ωB97M-V/def2-TZVPD

XYZ file:
```
24
Properties=species:S:1:pos:R:3:mulliken_charge:R:1
C -0.73 0.72 2.95 -1.082
C -1.63 1.46 1.94 -0.697
C -0.88 1.99 0.72 -0.291
Cl -2.10 2.41 -0.54 -0.218
P 0.27 0.68 -0.09 0.146
C 1.36 -0.71 -0.86 -0.464
Cl 2.09 -1.56 0.53 -0.163
C 0.46 -1.59 -1.75 0.227
C 1.18 -2.08 -2.98 -1.455
Cl -0.24 -3.00 -0.88 -0.170
H -0.80 -0.35 2.78 0.319
H 0.32 0.98 2.85 0.315
H -1.07 0.90 3.97 0.331
H -2.43 0.81 1.61 0.343
H -2.07 2.32 2.43 0.440
H -0.36 2.90 0.98 0.463
H 0.09 1.25 -1.37 0.053
H 1.36 1.10 0.72 0.024
H -0.66 -0.33 0.27 -0.008
H 2.18 -0.32 -1.45 0.432
H -0.41 -1.00 -2.00 0.331
H 0.50 -2.70 -3.56 0.411
H 1.50 -1.22 -3.56 0.381
H 2.04 -2.68 -2.69 0.331
```

Summary:
- total energy (eV) = -53303.4342
- LUMO level (Ha) = 0.0287
- SMILES = CC[C@H](Cl)[PH3][C@@H](Cl)[C@@H](C)Cl
- total charge = 0

---

Formula: C6H14N2
Source: the OMol25 dataset
Level of theory: ωB97M-V/def2-TZVPD

XYZ file:
```
22
Properties=species:S:1:pos:R:3:mulliken_charge:R:1
C -0.74 -0.77 0.03 0.919
C -1.31 0.53 -0.49 -0.648
C 2.35 0.93 0.05 -0.980
C -1.23 -1.14 1.41 -1.744
C -0.70 -1.93 -0.94 -1.441
N 1.11 1.06 -0.75 -0.102
C -0.17 1.29 0.08 0.204
N -0.21 2.10 1.06 -0.766
H 1.22 1.81 -1.45 0.364
H 0.92 0.14 -1.17 0.348
H 0.69 2.34 1.46 0.202
H -1.36 0.58 -1.59 0.241
H -2.26 0.88 -0.09 0.371
H 3.19 0.73 -0.62 0.377
H 2.53 1.85 0.59 0.363
H 2.20 0.10 0.73 0.285
H -1.16 -0.30 2.10 0.366
H -2.29 -1.46 1.40 0.301
H -0.07 -2.75 -0.58 0.313
H -1.71 -2.36 -1.12 0.354
H -0.65 -1.97 1.83 0.345
H -0.33 -1.65 -1.93 0.328
```

Summary:
- total energy (eV) = -9425.4225
- LUMO level (Ha) = 0.0134
- energy relative to the best compared isomer or geometry (same formula, charge and spin) (kcal per mole) = 93.7
- total charge = 0

---

Formula: CH5O3Si
Source: the OMol25 dataset
Level of theory: ωB97M-V/def2-TZVPD

XYZ file:
```
10
Properties=species:S:1:pos:R:3:mulliken_charge:R:1
C 1.31 -0.60 -0.12 -0.999
O -1.37 -0.78 -0.01 0.045
O -2.72 -0.74 -0.04 0.011
O -3.20 0.61 0.02 -0.293
Si -0.28 0.40 -0.02 0.679
H 1.46 -1.56 0.63 0.343
H 1.33 -1.16 -1.02 0.364
H 2.12 -0.10 0.20 0.430
H -4.16 0.58 0.00 0.338
H -0.93 1.72 -0.41 0.081
```

Summary:
- total energy (eV) = -15124.0956
- LUMO level (Ha) = -0.2313
- energy relative to the best compared isomer or geometry (same formula, charge and spin) (kcal per mole) = 70.8
- total charge = +1